## 1
Here is a structure of composition C10H16Cl2N2Pd from the Open Molecules 2025 dataset. Energies are from wB97M-V/def2-TZVPD.

Geometry (Å):
Pd1 0.4639 -2.6259 1.4700
Cl1 -1.1473 -3.2463 -0.1329
Cl2 0.6918 -4.1644 3.1544
C1 -1.5727 1.7934 0.2934
H1 -1.9523 2.8180 0.1403
H2 -2.4600 1.1591 0.3925
C2 0.1861 0.2599 -0.6502
C3 -0.6706 1.5014 -0.8599
H3 0.7296 0.2037 0.3245
C4 -1.3675 1.3509 -2.2350
H4 0.0526 2.3283 -0.9213
C5 -1.7667 -0.1166 -2.5814
H5 -2.2275 2.0388 -2.3164
H6 -0.5983 1.6866 -2.9634
C6 -0.5174 -0.9989 -2.7591
H7 -2.3964 -0.5514 -1.7793
H8 -2.3744 -0.1633 -3.5095
C7 0.5400 -0.7036 -1.6306
H9 -0.7702 -2.0797 -2.7688
H10 -0.0356 -0.7714 -3.7282
H11 0.8593 -1.6482 -1.1234
H12 1.4450 -0.2208 -2.0272
N1 0.8410 0.3071 2.1236
C8 1.5409 1.0729 2.9861
C9 2.5077 0.2849 3.6341
C10 2.3500 -1.0234 3.1498
N2 1.3247 -0.9766 2.2442
H13 -1.0243 1.7643 1.2542
H14 1.3108 2.1173 3.1074
H15 3.2610 0.5953 4.3270
H16 2.7767 -1.9913 3.3848

## Properties
- HOMO level (spin up / spin down) (eV) = -6.84 / -9.70
- 2S+1 = 5
- LUMO energy (spin up / spin down) (eV) = 0.322 / -4.570
- frontier orbital gap (spin up / spin down) (eV) = 7.16 / 5.13

What are the Mulliken partial charges on each atom? They are as follows, in elementary charge units:
1. Pd 0.6524
2. Cl -0.3616
3. Cl -0.4164
4. C -1.3781
5. H 0.4156
6. H 0.2464
7. C -0.9759
8. C 1.0415
9. H 0.6847
10. C -0.9673
11. H 0.1825
12. C -0.4775
13. H 0.4081
14. H 0.3237
15. C -0.8588
16. H 0.2450
17. H 0.3739
18. C -0.4585
19. H 0.2930
20. H 0.3090
21. H 0.3207
22. H 0.2943
23. N -0.3763
24. C -0.0907
25. C -0.7925
26. C -0.2053
27. N 0.0309
28. H 0.2661
29. H 0.4519
30. H 0.3904
31. H 0.4288

***

## 2
Here is a structure of composition C10H16Cl2N2Pd from the Open Molecules 2025 dataset. Energies are from wB97M-V/def2-TZVPD.

Geometry (Å):
Pd1 2.9052 0.1054 -0.6566
Cl1 1.9059 0.2326 -2.7566
Cl2 5.1213 -0.7055 -0.6698
C1 -1.6606 -1.8267 -0.0072
H1 -2.6667 -2.3225 0.2044
H2 -1.3156 -2.2392 -1.0006
C2 -0.3272 0.4497 -0.0416
C3 -1.7146 -0.2712 0.0247
H3 0.1910 0.3964 0.9088
C4 -2.6542 0.3563 -1.0601
H4 -2.0544 0.0184 0.9745
C5 -1.8940 0.7804 -2.3080
H5 -3.4822 -0.3328 -1.3542
H6 -3.0981 1.2417 -0.5758
C6 -1.0023 1.9613 -2.0134
H7 -1.3109 -0.0619 -2.6885
H8 -2.6522 1.0881 -3.0682
C7 -0.1458 1.7202 -0.7194
H9 -0.3630 2.1459 -2.9142
H10 -1.6077 2.8601 -1.8557
H11 0.9400 1.9674 -0.9145
H12 -0.4993 2.4543 0.0392
N1 1.1087 -1.1370 1.6607
C8 1.3211 -1.4845 2.9673
C9 2.5859 -1.0463 3.4238
C10 3.2118 -0.4679 2.2988
N2 2.3319 -0.5413 1.2423
H13 -0.9389 -2.1238 0.7749
H14 0.5657 -2.0571 3.5289
H15 3.0078 -1.1110 4.4188
H16 4.1912 -0.0491 2.1373

## Properties
- HOMO level (spin up / spin down) (eV) = -7.39 / -9.68
- 2S+1 = 5
- LUMO energy (spin up / spin down) (eV) = 0.273 / -4.387
- frontier orbital gap (spin up / spin down) (eV) = 7.66 / 5.29

What are the Mulliken partial charges on each atom? They are as follows, in elementary charge units:
1. Pd 0.5806
2. Cl -0.3795
3. Cl -0.4246
4. C -1.3048
5. H 0.3915
6. H 0.2395
7. C -0.9284
8. C 0.5900
9. H 0.7145
10. C -0.9050
11. H 0.3064
12. C -0.4512
13. H 0.3792
14. H 0.3214
15. C -0.8654
16. H 0.2654
17. H 0.3410
18. C -0.3215
19. H 0.2525
20. H 0.3407
21. H 0.3576
22. H 0.2769
23. N -0.4077
24. C -0.0662
25. C -0.7526
26. C -0.1507
27. N 0.0842
28. H 0.2905
29. H 0.4108
30. H 0.3756
31. H 0.4395

***

What should be chosen as the least stable of them? Choose 2.

***

## 1
Here is a cluster of 2 separate species, C5H14O in total from the Open Molecules 2025 dataset. Energies are from wB97M-V/def2-TZVPD.

Geometry (Å):
C1 -0.9703 1.1112 1.9459
C2 -1.2670 0.6034 0.5319
C3 -2.7765 0.4993 0.2788
H1 -1.4770 2.0539 2.1587
H2 0.0931 1.3252 2.0814
H3 -1.2656 0.3786 2.6953
H4 -0.7805 -0.3741 0.4703
H5 -0.8300 1.2578 -0.2120
H6 -3.0132 -0.1979 -0.5231
H7 -3.2640 0.1417 1.1857
H8 -3.1320 1.4793 -0.0340
C4 2.0283 -1.6883 -0.6916
C5 2.3035 -0.2595 -1.1936
O1 1.3847 0.0760 -2.2287
H9 3.0057 -2.0512 -0.3611
H10 1.3079 -1.6993 0.1195
H11 1.7155 -2.3386 -1.5026
H12 3.3687 -0.1606 -1.4664
H13 2.2391 0.5364 -0.4511
H14 1.3294 -0.6933 -2.8034

## Properties
- HOMO level (eV) = -10.25
- SMILES string = CCC.CCO
- 2S+1 = 1
- LUMO energy (eV) = 0.987
- frontier orbital gap (eV) = 11.23

What are the Mulliken partial charges on each atom? They are as follows, in elementary charge units:
1. C -1.2444
2. C 0.2446
3. C -1.2079
4. H 0.3353
5. H 0.3335
6. H 0.3342
7. H -0.0314
8. H 0.2667
9. H 0.3497
10. H 0.2972
11. H 0.3132
12. C -0.8814
13. C -0.2557
14. O -0.5087
15. H 0.2950
16. H 0.2041
17. H 0.3081
18. H 0.2998
19. H 0.2500
20. H 0.2980

***

## 2
Here is a cluster of 2 separate species, C5H14O in total from the Open Molecules 2025 dataset. Energies are from wB97M-V/def2-TZVPD.

Geometry (Å):
C1 0.4220 1.4531 2.9181
C2 1.0824 0.7836 1.7445
C3 0.0039 0.1881 0.7764
C4 0.4935 -0.4179 -0.5278
C5 -0.5512 -0.8094 -1.5374
H1 -0.2203 2.2247 2.5892
H2 -0.2787 0.7364 3.3926
H3 1.2106 1.7489 3.6539
H4 1.7492 0.0318 2.0379
H5 1.7444 1.4951 1.1859
H6 -0.5158 -0.5526 1.4114
H7 -0.7758 0.9286 0.5861
H8 1.1798 -1.2720 -0.2881
H9 1.1410 0.4267 -0.9265
H10 -1.3022 0.0210 -1.6577
H11 -0.1770 -1.0253 -2.6019
H12 -1.1103 -1.7413 -1.1845
O1 -1.0926 -1.1867 -3.7258
H13 -1.1866 -1.3771 -4.5968
H14 -1.8163 -1.6557 -3.2495

## Properties
- HOMO level (eV) = -9.79
- SMILES string = CCCCC.O
- 2S+1 = 1
- LUMO energy (eV) = 0.649
- frontier orbital gap (eV) = 10.43

What are the Mulliken partial charges on each atom? They are as follows, in elementary charge units:
1. C -1.2054
2. C -0.3859
3. C -0.6556
4. C -0.2470
5. C -1.1823
6. H 0.3411
7. H 0.2924
8. H 0.3360
9. H 0.3498
10. H 0.3233
11. H 0.2860
12. H 0.3323
13. H 0.2400
14. H 0.2449
15. H 0.2984
16. H 0.4331
17. H 0.1687
18. O -0.5598
19. H 0.2611
20. H 0.3289

***

What should be chosen as the least stable of them? Choose 2.

***

## 1
Here is a cluster of 2 separate species, C5H14O in total from the Open Molecules 2025 dataset. Energies are from wB97M-V/def2-TZVPD.

Geometry (Å):
C1 1.8975 -0.5440 -2.4346
C2 0.5131 -0.8740 -1.8249
C3 0.6030 -1.9335 -0.7490
O1 -0.0506 0.3394 -1.2376
H1 2.6727 -0.9698 -1.7914
H2 1.9946 0.5219 -2.6074
H3 2.0051 -1.1130 -3.3560
H4 -0.1768 -1.0648 -2.6467
H5 0.9850 -1.4660 0.1686
H6 -0.3456 -2.4266 -0.5316
H7 1.3970 -2.6558 -0.9536
H8 0.6286 0.6209 -0.6109
C4 -1.8012 1.1481 1.6517
C5 -1.2296 1.7174 2.9609
H9 -2.5761 1.8454 1.3273
H10 -1.0230 1.1059 0.8955
H11 -2.2431 0.1644 1.8076
H12 -0.4656 1.0775 3.4051
H13 -2.0183 1.8152 3.7108
H14 -0.7669 2.6913 2.8159

## Properties
- HOMO level (eV) = -10.25
- SMILES string = CC(C)O.CC
- 2S+1 = 1
- LUMO energy (eV) = 0.967
- frontier orbital gap (eV) = 11.21

What are the Mulliken partial charges on each atom? They are as follows, in elementary charge units:
1. C -1.2398
2. C 0.3081
3. C -1.1631
4. O -0.5683
5. H 0.3029
6. H 0.3601
7. H 0.3576
8. H 0.3073
9. H 0.3248
10. H 0.2831
11. H 0.3854
12. H 0.2984
13. C -0.4256
14. C -0.9224
15. H 0.2776
16. H -0.0179
17. H 0.2654
18. H 0.2924
19. H 0.2849
20. H 0.2889

***

## 2
Here is a cluster of 2 separate species, C5H14O in total from the Open Molecules 2025 dataset. Energies are from wB97M-V/def2-TZVPD.

Geometry (Å):
C1 -0.0922 1.4594 0.1241
C2 -0.6158 2.1477 -1.1317
C3 0.1545 1.9121 -2.4115
H1 -0.9331 1.3231 0.8114
H2 0.6805 2.0112 0.6652
H3 0.2322 0.4624 -0.1693
H4 -1.6592 1.8865 -1.3155
H5 -0.8212 3.2093 -0.9225
H6 -0.2893 2.3803 -3.2886
H7 1.1858 2.2520 -2.2835
H8 0.2092 0.8382 -2.6472
C4 -0.6608 -2.5729 1.5553
C5 0.7884 -2.2845 1.2108
O1 1.2083 -1.0759 1.8166
H9 -1.3878 -1.9353 1.0631
H10 -0.8281 -2.5533 2.6319
H11 -0.9436 -3.6099 1.3489
H12 1.3723 -3.0835 1.6674
H13 0.8944 -2.3172 0.1317
H14 1.5053 -0.4495 1.1432

## Properties
- HOMO level (eV) = -10.20
- SMILES string = CCC.CCO
- 2S+1 = 1
- LUMO energy (eV) = 0.930
- frontier orbital gap (eV) = 11.13

What are the Mulliken partial charges on each atom? They are as follows, in elementary charge units:
1. C -0.6934
2. C -0.3259
3. C -1.1146
4. H 0.2948
5. H 0.4027
6. H -0.1080
7. H 0.2778
8. H 0.3224
9. H 0.3635
10. H 0.2815
11. H 0.2674
12. C -1.0611
13. C -0.1793
14. O -0.5289
15. H 0.2766
16. H 0.2973
17. H 0.3488
18. H 0.3190
19. H 0.2423
20. H 0.3172

***

## 3
Here is a cluster of 2 separate species, C5H14O in total from the Open Molecules 2025 dataset. Energies are from wB97M-V/def2-TZVPD.

Geometry (Å):
C1 1.5157 2.5918 -0.6907
C2 0.7922 1.3137 -0.2628
C3 1.7177 0.3521 0.4907
H1 0.7712 3.3407 -0.9490
H2 2.2014 2.3002 -1.4902
H3 2.2122 2.9775 0.0563
H4 -0.1086 1.4794 0.3321
H5 0.4872 0.7754 -1.1635
H6 2.7775 0.6541 0.4826
H7 1.5609 0.2074 1.5594
H8 1.8102 -0.6367 0.0325
C4 -1.2319 -2.4412 -0.1415
C5 -2.4243 -1.4816 0.0207
O1 -2.2072 -0.8159 1.3300
H9 -1.0395 -2.9159 -1.0968
H10 -1.2321 -3.1621 0.6729
H11 -0.3805 -1.7824 0.0616
H12 -2.3093 -0.6523 -0.6667
H13 -3.3576 -1.9732 0.2512
H14 -1.5551 -0.1311 1.1711

## Properties
- HOMO level (eV) = -10.23
- SMILES string = CCC.CCO
- 2S+1 = 1
- LUMO energy (eV) = 0.943
- frontier orbital gap (eV) = 11.17

What are the Mulliken partial charges on each atom? They are as follows, in elementary charge units:
1. C -1.3363
2. C 0.0883
3. C -1.2196
4. H 0.3539
5. H 0.3335
6. H 0.3430
7. H 0.2520
8. H 0.1929
9. H 0.4116
10. H 0.2930
11. H 0.2966
12. C -0.4063
13. C -0.3154
14. O -0.5419
15. H 0.3264
16. H 0.2691
17. H -0.1437
18. H 0.2793
19. H 0.2536
20. H 0.2699

***

What should be chosen as the least stable of them? Choose 3.

***

## 1
Here is a cluster of 2 separate species, C5H14O in total from the Open Molecules 2025 dataset. Energies are from wB97M-V/def2-TZVPD.

Geometry (Å):
C1 1.1828 -0.5783 -0.7735
C2 1.1574 -0.6409 0.7543
C3 -0.2706 -1.0891 1.2487
O1 2.0397 -1.6195 1.2765
H1 1.1695 -1.6200 -1.0597
H2 2.0626 -0.0196 -1.1084
H3 0.3918 0.0348 -1.1778
H4 1.2885 0.3641 1.1676
H5 -0.1494 -2.1349 1.5098
H6 -0.5942 -0.4138 2.0374
H7 -0.9886 -1.0690 0.4304
H8 2.8694 -1.1937 1.5036
C4 -2.0421 2.3590 -1.7157
C5 -1.8275 1.2725 -0.6501
H9 -1.3842 2.1378 -2.5495
H10 -3.1112 2.4351 -1.9274
H11 -1.9014 3.3527 -1.2817
H12 -0.8347 0.8663 -0.5821
H13 -2.5019 0.4306 -0.7767
H14 -1.8730 1.6603 0.3751

## Properties
- HOMO level (eV) = -10.27
- SMILES string = CC(C)O.CC
- 2S+1 = 1
- LUMO energy (eV) = 0.888
- frontier orbital gap (eV) = 11.16

What are the Mulliken partial charges on each atom? They are as follows, in elementary charge units:
1. C -1.2615
2. C 0.4538
3. C -1.1258
4. O -0.5524
5. H 0.3012
6. H 0.2810
7. H 0.4433
8. H 0.2840
9. H 0.4608
10. H 0.2205
11. H 0.2466
12. H 0.3180
13. C -0.9475
14. C -0.3168
15. H 0.3161
16. H 0.2809
17. H 0.2649
18. H -0.3489
19. H 0.3483
20. H 0.3335

***

## 2
Here is a cluster of 2 separate species, C5H14O in total from the Open Molecules 2025 dataset. Energies are from wB97M-V/def2-TZVPD.

Geometry (Å):
C1 -2.9119 0.3192 -0.9788
C2 -1.4180 0.5544 -1.2744
C3 -0.6038 -0.7199 -1.4000
H1 -3.0887 -0.7351 -0.7962
H2 -3.5063 0.7126 -1.7862
H3 -3.2696 0.8471 -0.0842
H4 -1.2486 1.2133 -2.1294
H5 -0.9839 1.2053 -0.5056
H6 -0.8284 -1.4588 -0.6399
H7 -0.7669 -1.1401 -2.3938
H8 0.4741 -0.5738 -1.3055
C4 1.2739 0.3789 1.6688
C5 2.7431 0.0471 1.5379
O1 2.9500 -1.2801 1.0528
H9 1.0707 1.3834 2.0534
H10 0.7336 -0.3257 2.3081
H11 0.7988 0.3239 0.6941
H12 3.2205 0.7682 0.8728
H13 3.2135 0.0658 2.5078
H14 2.1480 -1.5858 0.5984

## Properties
- HOMO level (eV) = -10.31
- SMILES string = CCC.CCO
- 2S+1 = 1
- LUMO energy (eV) = 0.974
- frontier orbital gap (eV) = 11.28

What are the Mulliken partial charges on each atom? They are as follows, in elementary charge units:
1. C -1.0552
2. C -0.1036
3. C -1.3217
4. H 0.3263
5. H 0.2538
6. H 0.2963
7. H 0.3587
8. H 0.1996
9. H 0.3766
10. H 0.3883
11. H 0.3229
12. C -0.8238
13. C -0.1318
14. O -0.5055
15. H 0.3831
16. H 0.3171
17. H -0.0737
18. H 0.2171
19. H 0.2767
20. H 0.2988

***

What should be chosen as the least stable of them? Choose 1.